Formula: C6H10
Source: the Open Molecules 2025 dataset
Level of theory: ωB97M-V with the def2-TZVPD basis set

Output
* electronic energy: -6379.927 eV
* total charge: 0
* highest occupied orbital energy: -7.612 eV
* ΔE to the lowest compared entry with this formula, charge and spin: 3.932 eV

```
16
Properties=species:S:1:pos:R:3:forces:R:3
C -0.406 1.712 0.536 0.019 -0.110 0.169
C -0.130 0.407 -0.191 -0.088 -0.481 0.491
C -0.622 0.202 -1.530 -0.005 -0.462 0.206
C -0.757 -0.947 0.197 -0.549 0.181 -0.587
C 0.494 -1.586 0.772 0.051 0.504 -0.615
C 1.170 -0.405 0.042 1.015 0.016 0.035
H -1.281 2.233 0.122 0.182 -0.273 0.046
H 0.439 2.409 0.494 -0.062 -0.187 -0.062
H -0.623 1.470 1.577 0.076 0.244 0.109
H -1.407 0.896 -1.883 -0.220 -0.989 0.492
H -0.063 -0.235 -2.349 0.300 -0.121 0.401
H -1.702 -1.434 0.066 -0.721 0.538 0.097
H 0.647 -1.452 1.860 -0.736 0.053 -0.328
H 0.800 -2.629 0.562 -0.183 0.604 -0.343
H 1.542 -0.773 -0.908 0.447 0.376 -0.038
H 1.899 0.132 0.631 0.473 0.106 -0.073
```
Forces are in eV/Å.

---

Formula: C8H24AlBNOP2
Source: the Open Molecules 2025 dataset
Level of theory: ωB97M-V with the def2-TZVPD basis set

Output
* electronic energy: -38066.511 eV
* total charge: +1
* highest occupied orbital energy: -12.457 eV

```
38
Properties=species:S:1:pos:R:3:forces:R:3
Al -0.064 0.022 0.162 -1.245 0.473 -0.741
H 2.923 -0.579 -1.522 -0.128 -0.288 0.018
H 2.672 -1.289 -1.513 0.080 0.301 0.008
P 0.588 2.277 -0.200 0.741 2.163 0.606
P -0.966 -2.152 -0.134 -0.795 -2.140 0.694
C -0.941 -3.156 1.399 -0.050 0.020 -0.080
H -1.529 -4.074 1.252 0.248 0.266 0.133
H 0.099 -3.418 1.644 -0.310 0.024 0.024
H -1.369 -2.566 2.222 0.137 -0.255 -0.186
C -2.749 -2.142 -0.586 0.225 0.582 0.015
H -2.860 -1.664 -1.569 -0.054 -0.131 0.265
H -3.155 -3.165 -0.618 0.314 0.352 0.052
H -3.297 -1.550 0.161 0.036 -0.193 -0.234
C -0.248 -3.291 -1.382 0.322 0.501 -0.077
H 0.792 -3.512 -1.100 -0.290 -0.036 -0.150
H -0.825 -4.229 -1.441 0.164 0.455 0.138
H -0.251 -2.792 -2.361 0.021 -0.218 0.216
C -0.851 3.384 -0.494 -0.179 -0.574 0.050
H -0.530 4.433 -0.593 0.020 -0.464 0.059
H -1.360 3.061 -1.412 0.073 0.148 0.248
H -1.546 3.287 0.352 0.117 0.125 -0.253
C 1.416 3.057 1.237 -0.063 0.003 -0.058
H 2.401 2.590 1.382 -0.246 0.199 0.043
H 1.540 4.137 1.059 0.028 -0.373 0.131
H 0.804 2.897 2.136 0.237 0.092 -0.216
C 1.702 2.701 -1.598 -0.082 -0.630 -0.051
H 1.271 2.300 -2.526 0.177 0.154 0.198
H 1.828 3.793 -1.688 -0.143 -0.459 0.179
H 2.678 2.226 -1.428 -0.223 0.213 -0.127
C 1.395 -0.468 1.503 4.025 -1.393 1.844
O 2.194 -0.738 2.286 -2.329 0.799 -2.198
H -0.627 0.211 -1.461 0.213 -0.091 0.751
B -0.119 0.031 4.846 0.128 -0.065 1.401
C -0.437 0.156 3.379 1.017 -0.355 -0.797
N -0.476 0.180 2.208 -1.340 0.484 -1.213
H -1.130 0.560 5.320 0.497 -0.269 0.267
H 0.954 0.630 5.128 -0.953 -0.216 -0.547
H 0.028 -1.179 5.140 -0.390 0.797 -0.413
```
Forces are in eV/Å.

---

Formula: C7H13NO2
Source: the Open Molecules 2025 dataset
Level of theory: ωB97M-V with the def2-TZVPD basis set

Output
* electronic energy: -13051.748 eV
* total charge: 0
* highest occupied orbital energy: -8.654 eV
* SMILES: CC(=O)[C@]1(C)N(O)C1(C)C
* ΔE to the lowest compared entry with this formula, charge and spin: 4.181 eV

```
23
Properties=species:S:1:pos:R:3:forces:R:3
C -0.073 0.549 0.763 0.836 -2.124 -1.521
C -0.012 2.032 0.978 0.909 0.318 0.173
C -0.692 -0.198 1.907 -0.533 -0.462 0.008
C -0.780 -2.433 -0.843 0.005 -0.222 -0.199
C 0.585 0.902 -1.806 -0.347 0.269 0.175
C -0.984 -0.962 -1.060 -0.225 0.194 -0.982
C 0.125 0.006 -0.663 -0.552 0.627 0.526
O 2.316 0.332 0.296 0.517 -0.628 -0.843
N 1.146 -0.504 0.229 -0.957 2.400 2.026
O -1.994 -0.517 -1.587 0.927 -0.301 0.638
H 2.980 -0.300 0.614 -0.262 0.285 -0.170
H -0.113 2.620 0.065 0.169 -0.186 -0.026
H -0.123 0.040 2.820 -0.281 0.145 -0.224
H -0.830 2.357 1.631 0.059 -0.361 -0.018
H 0.918 2.324 1.480 -0.020 0.043 -0.088
H -1.744 0.072 2.036 0.031 0.045 0.211
H -0.624 -1.286 1.814 -0.061 0.249 -0.188
H -1.097 -2.700 0.168 0.057 -0.069 -0.054
H 0.269 -2.710 -0.962 -0.019 0.097 0.179
H -1.375 -2.989 -1.570 -0.092 0.120 0.191
H 1.102 0.289 -2.549 -0.127 0.026 0.041
H -0.276 1.391 -2.268 0.035 -0.205 -0.014
H 1.278 1.685 -1.492 -0.068 -0.259 0.162
```
Forces are in eV/Å.

---

Formula: C5H11NO
Source: the Open Molecules 2025 dataset
Level of theory: ωB97M-V with the def2-TZVPD basis set

Output
* electronic energy: -8898.865 eV
* total charge: 0
* highest occupied orbital energy: -8.004 eV
* SMILES: C=C/C(C)=C/N.O
* ΔE to the lowest compared entry with this formula, charge and spin: 2.832 eV

```
18
Properties=species:S:1:pos:R:3:forces:R:3
C 0.378 -2.375 0.503 0.291 1.060 0.953
N -1.023 -0.107 1.681 0.529 0.059 0.313
C 0.043 0.069 0.751 -1.064 0.114 -1.661
C 0.749 -0.929 0.183 0.980 -0.928 1.321
C 1.821 -0.667 -0.787 -1.356 0.761 -0.523
C 2.163 0.590 -1.142 0.150 -0.875 0.206
H -0.349 -2.698 -0.236 0.002 -0.338 -0.070
H 1.211 -3.062 0.613 0.170 -0.020 -0.420
H -0.092 -2.326 1.482 -0.344 -0.420 -0.118
H -0.664 -0.011 2.625 -0.115 -0.297 0.120
H -1.701 0.633 1.580 -0.056 0.075 -0.045
H -0.036 0.985 0.166 0.596 0.278 0.416
H 2.097 -1.525 -1.392 -0.236 0.145 -0.385
H 2.152 1.368 -0.390 -0.518 0.316 -0.301
H 2.374 0.812 -2.179 0.967 0.080 0.208
H -3.763 3.137 -1.447 0.016 0.120 -0.030
H -2.465 2.655 -0.831 -0.050 0.328 -0.141
O -2.894 3.452 -1.177 0.039 -0.458 0.156
```
Forces are in eV/Å.

---

Formula: H12O6
Source: the Open Molecules 2025 dataset
Level of theory: ωB97M-V with the def2-TZVPD basis set

Output
* electronic energy: -12479.982 eV
* total charge: 0
* highest occupied orbital energy: -11.126 eV
* SMILES: O.O.O.O.O.O
* ΔE to the lowest compared entry with this formula, charge and spin: 1.132 eV

```
18
Properties=species:S:1:pos:R:3:forces:R:3
O -12.364 8.212 15.684 -0.076 -0.015 0.028
H -13.212 7.888 16.010 -0.025 -0.098 -0.034
H -12.459 8.239 14.728 0.042 0.039 -0.004
O -16.634 6.818 16.154 0.073 -0.027 -0.100
H -16.893 7.655 15.752 -0.086 0.009 0.088
H -15.891 7.040 16.737 -0.088 0.164 0.044
O -14.418 7.624 17.845 0.166 -0.148 -0.034
H -13.715 8.261 18.016 -0.095 0.091 0.038
H -14.199 6.860 18.389 0.018 0.009 0.003
O -15.423 4.520 14.990 -0.108 0.068 -0.024
H -14.515 4.832 14.946 0.001 -0.004 -0.032
H -15.957 5.314 15.164 0.185 -0.143 0.055
O -19.314 6.361 17.229 0.125 -0.115 -0.023
H -19.977 5.940 16.674 -0.021 -0.038 0.060
H -18.463 6.123 16.836 -0.020 0.134 -0.094
O -17.849 7.964 19.356 0.194 0.095 0.070
H -17.908 7.120 18.897 -0.272 0.005 -0.036
H -17.402 7.776 20.186 -0.014 -0.025 -0.006
```
Forces are in eV/Å.

---

Formula: C3H5N3
Source: the Open Molecules 2025 dataset
Level of theory: ωB97M-V with the def2-TZVPD basis set

Output
* electronic energy: -7660.826 eV
* total charge: 0
* highest occupied orbital energy: -9.059 eV
* SMILES: [H]/N=C1\CN=CN1
* ΔE to the lowest compared entry with this formula, charge and spin: 1.629 eV

```
11
Properties=species:S:1:pos:R:3:forces:R:3
C -0.779 -0.061 0.249 2.908 -1.313 -2.178
C 0.150 1.178 0.094 1.362 -2.709 3.691
C 1.321 -0.717 -0.075 0.382 -3.898 0.964
H -2.374 0.590 -0.398 -0.530 0.204 0.452
H -0.105 1.865 -0.621 -0.982 1.365 -2.080
H 0.326 1.786 1.043 -0.515 -0.911 -0.911
H 2.106 -1.492 0.078 0.162 1.078 -0.978
H -0.226 -2.130 -0.240 -0.140 0.725 0.354
N -1.921 -0.274 -0.126 -3.689 0.335 -0.604
N 1.417 0.503 -0.170 1.870 3.521 -0.253
N 0.085 -1.248 0.167 -0.829 1.603 1.544
```
Forces are in eV/Å.

---

What is the formula in the fourth record? C5H11NO

---

The highest total charge belongs to which entry? C8H24AlBNOP2

---

What is the highest occupied orbital energy in the second record? -12.457 eV